Entry 1:
Density functional theory data (wB97M-V/def2-TZVPD) for a cluster of 11 separate species, C19H22Cl30PS in total.

Geometry as XYZ:
```
73
Properties=species:S:1:pos:R:3:mulliken_charge:R:1
C 1.421 -3.042 -1.717 -1.17
C 0.187 -2.675 -0.876 0.17
C -0.911 -3.558 -0.966 -0.71
C -2.091 -3.287 -0.253 -0.39
C -2.133 -2.156 0.560 -0.66
C -1.033 -1.290 0.642 -0.03
C 0.152 -1.513 -0.058 0.56
C 1.346 -0.578 -0.012 -0.46
C 1.553 0.150 1.369 -0.17
P 1.613 -0.977 2.779 0.26
S 0.946 -0.037 4.406 -0.57
H 1.412 -2.389 -2.610 0.24
H 1.446 -4.111 -1.976 0.35
H 2.356 -2.814 -1.179 0.02
H -0.833 -4.437 -1.618 0.38
H -2.934 -3.973 -0.367 0.38
H -3.051 -1.959 1.125 0.41
H -1.116 -0.407 1.288 0.52
H 1.146 0.219 -0.766 0.18
H 2.296 -1.048 -0.324 0.23
H 2.567 0.587 1.316 -0.36
H 2.976 -1.348 3.011 -0.09
H 0.840 -2.132 2.513 0.00
C 0.956 2.898 7.121 -0.13
Cl 0.029 4.210 6.381 -0.15
Cl 1.401 3.319 8.787 -0.14
Cl 0.044 1.392 7.082 0.04
H 1.867 2.759 6.548 0.33
C -2.025 -0.509 -3.704 0.10
Cl -1.204 1.025 -3.394 -0.13
Cl -1.282 -1.814 -2.749 0.09
Cl -3.751 -0.375 -3.337 -0.15
H -1.920 -0.745 -4.756 0.09
C -2.947 0.746 -7.385 0.68
Cl -1.230 0.539 -7.025 -0.12
Cl -3.692 -0.810 -7.774 -0.12
Cl -3.785 1.510 -6.034 -0.07
H -3.033 1.397 -8.248 -0.32
C -2.136 -1.208 8.853 -0.01
Cl -0.989 -0.689 10.094 -0.11
Cl -1.459 -0.981 7.244 -0.07
Cl -2.602 -2.897 9.107 -0.15
H -3.025 -0.596 8.938 0.30
C -4.092 -4.260 -5.778 0.01
Cl -2.911 -3.731 -4.582 -0.01
Cl -3.414 -4.192 -7.412 -0.14
Cl -4.658 -5.896 -5.413 -0.15
H -4.942 -3.590 -5.737 0.27
C 3.877 0.015 9.881 -0.04
Cl 3.423 -0.456 11.526 -0.15
Cl 2.450 0.337 8.908 0.03
Cl 4.946 1.426 9.914 -0.14
H 4.419 -0.808 9.432 0.30
C 5.668 -3.533 2.026 -0.14
Cl 5.162 -4.038 3.640 -0.12
Cl 4.269 -3.175 1.014 0.01
Cl 6.746 -2.134 2.119 -0.13
H 6.214 -4.350 1.570 0.37
C -2.695 4.808 -9.109 -0.03
Cl -0.986 4.576 -8.740 -0.12
Cl -3.451 3.266 -9.538 -0.15
Cl -3.532 5.549 -7.746 -0.03
H -2.773 5.472 -9.961 0.33
C -3.671 7.626 -4.235 0.07
Cl -4.666 7.582 -2.778 -0.12
Cl -2.479 6.328 -4.215 -0.09
Cl -4.684 7.521 -5.683 -0.15
H -3.145 8.572 -4.259 0.28
C 5.571 2.193 0.721 -0.02
Cl 5.967 0.476 0.880 -0.07
Cl 6.316 2.860 -0.745 -0.16
Cl 3.829 2.425 0.703 -0.07
H 5.976 2.721 1.575 0.29
```

Gap between HOMO and LUMO: 4.537 eV
Net charge: -1
Spin multiplicity: 1
HOMO: -0.1123 hartree

Entry 2:
Density functional theory data (wB97M-V/def2-TZVPD) for the molecule C19H22ClN5O3S2.

Geometry as XYZ:
```
52
Properties=species:S:1:pos:R:3:mulliken_charge:R:1
C 2.053 1.423 2.814 -0.71
H 2.232 0.813 3.698 0.23
O 1.010 0.806 2.105 -0.31
C 0.683 1.483 0.911 -0.73
C -0.533 0.803 0.292 0.58
H -1.428 1.060 0.859 0.38
H -0.390 -0.275 0.361 -0.07
C -0.715 1.205 -1.173 -1.49
N -1.855 0.541 -1.744 0.42
C -3.168 0.842 -1.524 0.42
N -3.950 -0.019 -2.115 -0.36
N -3.162 -0.913 -2.732 -0.83
C -1.919 -0.588 -2.519 0.88
C -0.740 -1.352 -3.006 -1.24
C -0.065 -2.022 -1.846 -0.23
C -0.567 -3.072 -1.149 -0.15
S 0.473 -3.485 0.169 -0.26
C 1.531 -2.158 -0.339 0.34
N 1.115 -1.524 -1.380 -0.22
N 2.649 -1.917 0.385 -0.03
C 3.549 -0.873 0.244 0.77
C 3.484 0.023 -0.819 -0.90
C 4.401 1.057 -0.890 0.45
C 5.393 1.216 0.064 -0.66
C 5.460 0.308 1.109 -0.54
C 4.550 -0.727 1.206 -0.84
H 4.607 -1.422 2.030 0.34
H 6.229 0.416 1.858 0.39
H 6.096 2.029 -0.010 0.44
Cl 4.289 2.178 -2.202 -0.23
H 2.725 -0.101 -1.573 0.81
H 2.776 -2.501 1.199 0.22
H -1.469 -3.618 -1.327 0.57
H -1.102 -2.093 -3.719 0.36
H -0.026 -0.689 -3.497 0.35
S -3.688 2.199 -0.567 -0.25
C -5.289 1.519 -0.061 -0.60
C -5.161 0.394 0.947 0.61
O -6.093 -0.035 1.570 -0.59
O -3.910 -0.050 1.046 -0.18
C -3.667 -1.156 1.906 -0.83
H -4.421 -1.189 2.695 0.40
H -2.671 -1.021 2.324 0.22
H -3.710 -2.079 1.323 0.30
H -5.882 2.329 0.361 0.44
H -5.777 1.129 -0.956 0.33
H 0.171 0.925 -1.747 0.29
H -0.869 2.285 -1.248 0.49
H 0.466 2.541 1.121 0.56
H 1.539 1.441 0.218 0.10
H 1.776 2.438 3.122 0.34
H 2.969 1.475 2.212 0.23
```

Gap between HOMO and LUMO: 8.422 eV
Spin multiplicity: 1
Structure (SMILES): COCCCn1c(Cc2csc(Nc3cccc(Cl)c3)n2)nnc1SCC(=O)OC
Energy relative to the best compared isomer or geometry (same formula, charge and spin): 0.1 kcal per mole
HOMO: -0.2995 hartree

Entry 3:
Density functional theory data (wB97M-V/def2-TZVPD) for a structure of composition C19H22CsNO5P.

Geometry as XYZ:
```
49
Properties=species:S:1:pos:R:3:mulliken_charge:R:1
Cs -10.951 8.786 8.059 1.22
O -13.205 6.440 10.047 -0.59
C -13.079 7.628 10.847 -0.38
C -14.192 8.607 10.413 -1.06
N -13.589 9.599 9.469 0.74
C -14.392 9.843 8.277 -0.30
C -14.912 8.589 7.601 0.37
O -14.221 7.510 7.644 -0.82
O -15.992 8.722 6.997 -0.82
C -13.194 10.815 10.148 -0.74
C -12.358 11.902 9.342 0.18
O -12.369 13.007 9.839 -0.77
O -11.636 11.500 8.389 -0.59
H -13.336 6.767 9.145 0.42
H -12.135 8.163 10.700 0.00
H -13.168 7.339 11.865 0.38
H -14.706 9.009 11.244 0.42
H -15.002 8.034 9.921 0.52
H -13.656 10.277 7.559 0.01
H -15.129 10.577 8.436 0.33
H -12.547 10.502 11.001 0.27
H -14.023 11.312 10.656 0.34
C -11.257 10.684 1.418 -1.22
P -10.302 10.660 3.022 -0.12
C -10.882 8.991 3.782 0.04
C -10.489 7.821 3.164 -0.17
C -10.969 6.543 3.529 -0.62
C -11.926 6.441 4.527 -0.66
C -12.402 7.592 5.126 -0.26
C -11.908 8.859 4.751 -0.59
C -11.111 11.883 4.067 0.43
C -12.362 12.469 3.809 0.12
C -12.816 13.496 4.615 -0.79
C -12.145 13.822 5.812 -0.32
C -10.943 13.215 6.090 -0.41
C -10.405 12.339 5.199 -0.38
H -11.710 11.623 1.386 0.52
H -11.881 9.791 1.377 0.27
H -10.495 10.655 0.654 0.36
H -9.660 7.817 2.446 0.31
H -10.508 5.677 3.017 0.32
H -12.285 5.517 4.984 0.41
H -13.219 7.492 5.878 0.27
H -12.393 9.695 5.182 0.84
H -12.958 12.161 2.944 0.37
H -13.861 13.903 4.484 0.21
H -12.571 14.528 6.513 0.39
H -10.415 13.449 7.015 0.24
H -9.401 12.007 5.421 0.32
```

Gap between HOMO and LUMO: 7.052 eV
Net charge: -1
Spin multiplicity: 1
HOMO: -0.1955 hartree

Number 1: maximum force 0.052 hartree/bohr. Number 2: maximum force 0.024 hartree/bohr. Number 3: maximum force 0.048 hartree/bohr.